Record 1
Below is a structure of composition C10H29BrIO6PSi2, with properties calculated with ωB97M-V/def2-TZVPD.

Calculated values
total charge	0
HOMO level	-9.666	eV

Geometry (Å):
C (3.15, -0.15, -2.01)
C (3.31, 0.88, -3.10)
I (2.31, 0.18, -4.89)
C (2.79, 2.31, -2.78)
Si (2.20, 2.67, -1.04)
Br (3.77, 2.47, 0.54)
O (0.87, 1.72, -0.73)
Si (-0.59, 2.43, -0.36)
C (-1.80, 2.27, -1.80)
P (-2.02, 0.59, -2.41)
O (-3.09, -0.09, -1.73)
O (-2.27, 0.70, -3.97)
O (-0.67, -0.21, -2.26)
H (2.12, -0.31, -1.73)
H (3.50, -1.10, -2.40)
H (3.77, 0.06, -1.15)
H (4.36, 0.97, -3.31)
H (3.56, 3.04, -3.01)
H (1.93, 2.52, -3.41)
H (1.74, 4.07, -1.02)
H (-0.46, 3.86, -0.04)
H (-1.17, 1.73, 0.80)
H (-1.40, 2.87, -2.62)
H (-2.75, 2.71, -1.55)
H (-1.59, 1.29, -4.34)
H (-0.62, -0.46, -1.31)
C (-4.32, -3.62, 0.80)
C (-4.54, -4.23, -0.58)
C (-3.22, -4.62, -1.22)
O (-5.23, -3.31, -1.42)
H (-3.72, -2.71, 0.72)
H (-5.28, -3.33, 1.24)
H (-3.82, -4.31, 1.46)
H (-5.18, -5.11, -0.49)
H (-2.58, -3.74, -1.36)
H (-3.39, -5.05, -2.21)
H (-2.68, -5.35, -0.61)
H (-4.69, -2.52, -1.51)
C (2.13, 1.34, 5.96)
C (1.79, 0.76, 4.59)
C (3.00, 0.12, 3.95)
O (1.28, 1.79, 3.74)
H (2.89, 2.11, 5.87)
H (1.25, 1.81, 6.41)
H (2.50, 0.57, 6.63)
H (0.99, 0.03, 4.69)
H (3.79, 0.85, 3.79)
H (2.74, -0.29, 2.97)
H (3.40, -0.69, 4.56)
H (1.97, 2.46, 3.64)

=====

Record 2
Below is an isolated molecule of C4H4FNS, with properties calculated with ωB97M-V/def2-TZVPD.

Calculated values
total charge	0
HOMO level	-9.706	eV
relative energy (zero: lowest compared OMol25 entry of this formula, charge and spin)	48.9	kcal per mole

Geometry (Å):
C (-1.16, -0.37, 0.40)
C (0.27, 0.02, 0.25)
C (0.43, 1.01, -0.82)
C (1.09, -1.18, 0.19)
H (-1.23, -0.65, 1.56)
H (-1.70, 0.74, 0.15)
H (-1.46, -1.08, -0.33)
H (1.04, 1.92, -0.48)
N (2.09, -1.79, 0.06)
F (0.87, 0.67, 1.31)
S (-0.25, 0.71, -2.29)